C40H38As2N6ORuSSb | the ωB97M-V functional and the def2-TZVPD basis

Output
Spin multiplicity: 2
LUMO energy (alpha / beta): 0.14 / -1.55 eV
E: -7155.7141 Eh
<S²>: 0.76
Kohn-Sham gap (alpha / beta): 0.2866 / 0.2245 Eh
ΔE to the lowest compared entry with this formula, charge and spin: 0.0 kJ/mol

Geometry as XYZ:
```
90
C40H38As2N6ORuSSb | OMol25 | the ωB97M-V functional and the def2-TZVPD basis
Ru 0.8092 -1.2248 0.9004
N -0.9015 1.4993 3.8707
C -0.5121 0.4703 3.0657
S 0.6086 0.8925 1.7732
N -0.9348 -0.7207 3.3281
N -0.4771 -1.6984 2.4447
C -1.0140 -2.8519 2.5839
C -0.7661 -4.0199 1.7619
C -1.6276 -5.1077 1.9781
C -1.5225 -6.2764 1.2603
C -0.5187 -6.3808 0.3001
C 0.3501 -5.3352 0.0706
C 0.2505 -4.1286 0.7804
O 1.1328 -3.1849 0.4910
H -0.8571 2.4194 3.4622
H -1.7229 1.3185 4.4262
H -1.7512 -2.9464 3.3783
H -2.4049 -5.0047 2.7262
H -2.2138 -7.0894 1.4298
H -0.4187 -7.2901 -0.2794
H 1.1299 -5.4151 -0.6759
C 2.9528 -3.2821 3.0594
As 2.8178 -1.5419 2.2293
C 3.2815 -0.3463 3.6773
C 4.3607 -1.4673 1.0560
C 5.6443 -1.7126 1.5355
C 6.7311 -1.6611 0.6782
C 6.5385 -1.3685 -0.6652
C 5.2617 -1.1257 -1.1458
C 4.1647 -1.1721 -0.2895
As 2.3561 -0.8323 -0.9351
C 2.6035 0.8153 -1.9240
C 2.1496 -2.1230 -2.3627
H 3.9307 -3.4092 3.5212
H 2.7870 -4.0416 2.2993
H 2.1764 -3.3565 3.8204
H 4.2014 -0.6791 4.1563
H 2.4658 -0.3505 4.3996
H 3.4007 0.6620 3.2886
H 5.8021 -1.9464 2.5824
H 7.7273 -1.8520 1.0549
H 7.3852 -1.3306 -1.3380
H 5.1247 -0.9022 -2.1973
H 3.3688 0.6691 -2.6845
H 2.8976 1.6175 -1.2494
H 1.6615 1.0831 -2.4005
H 2.9330 -1.9880 -3.1073
H 1.1734 -1.9827 -2.8275
H 2.1968 -3.1176 -1.9268
N -0.8228 -1.3111 -0.3231
C -1.5809 -1.8733 -1.0048
C -2.4523 -2.5654 -1.8111
C -2.1069 -2.7441 -3.1727
N -1.8172 -2.8655 -4.2831
C -3.5949 -3.1744 -1.2344
N -4.5254 -3.6664 -0.7647
C -4.6551 2.1621 -4.6440
C -3.5978 1.2676 -4.7077
C -2.6164 1.2917 -3.7250
C -2.6844 2.1976 -2.6706
C -3.7589 3.0843 -2.6111
C -4.7356 3.0709 -3.5953
Sb -1.1651 2.1068 -1.1716
C -2.4299 2.4891 0.5095
C -3.0617 1.3905 1.0932
C -3.8637 1.5470 2.2148
C -4.0245 2.8052 2.7810
C -3.3880 3.9023 2.2167
C -2.5959 3.7458 1.0843
C -0.4183 4.1085 -1.3557
C -0.8351 5.0041 -2.3357
C -0.2884 6.2802 -2.4054
C 0.6789 6.6764 -1.4936
C 1.1080 5.7894 -0.5154
C 0.5655 4.5136 -0.4528
H -5.4241 2.1463 -5.4060
H -3.5378 0.5358 -5.5027
H -1.8032 0.5793 -3.7880
H -3.8424 3.7829 -1.7855
H -5.5672 3.7626 -3.5392
H -2.9287 0.3984 0.6718
H -4.3570 0.6854 2.6485
H -4.6494 2.9312 3.6565
H -3.5149 4.8857 2.6526
H -2.1071 4.6108 0.6506
H -1.5906 4.7084 -3.0542
H -0.6222 6.9663 -3.1739
H 1.1011 7.6718 -1.5476
H 1.8658 6.0913 0.1971
H 0.9115 3.8288 0.3167
```

Atom charges from the Löwdin analysis, given in e for atoms 1 to 2: 0.60 0.09